Record 1
Computed, not measured: C41H55N6O2PtS as an isolated structure in a non-equilibrium geometry, with the ωB97M-V functional and the def2-TZVPD basis.

**Frontier orbital gap (alpha / beta)**: 5.6 / 5.6 eV
**LUMO energy (alpha / beta)**: -10.312 / -10.313 eV
**Charge**: +3
**E_HOMO (alpha / beta)**: -15.9 / -15.9 eV

Each line ends with the Mulliken charge.
Positions of all 106 atoms, in Å:
Pt 0.7411 -1.8206 -1.0758  2.566
C 3.0626 3.3431 4.3771  -1.622
C 1.5924 2.8998 4.2031  1.740
C 0.7545 4.1034 3.7832  -2.196
C 1.0525 2.3558 5.5439  -1.573
C 1.5458 1.7806 3.1980  -0.112
C 0.8020 1.8400 2.0614  -0.366
C 0.7300 0.7091 1.2084  -1.541
N 0.0380 0.5691 0.1274  0.284
C -1.0417 1.2539 -0.2685  -0.567
C -2.0145 1.7964 0.5356  -0.506
C -3.1071 2.4769 -0.0197  -0.419
C -3.2354 2.6429 -1.4543  -0.339
C -2.3714 2.1298 -2.3490  -0.501
C -1.2363 1.3061 -1.7954  0.580
O -0.4891 0.6670 -2.4930  -0.314
C -2.4957 2.3427 -3.8450  2.021
C -2.7323 0.9848 -4.5411  -1.510
C -1.2009 2.9933 -4.3730  -1.452
C -3.6681 3.2632 -4.1864  -2.138
C -4.1173 3.0990 0.9035  1.865
C -5.3409 3.6678 0.1766  -2.152
C -3.3958 4.2506 1.6433  -1.351
C -4.5934 2.0467 1.9281  -1.582
C 1.6626 -0.4788 1.4945  1.855
O 1.8412 -1.3364 0.6317  -1.441
C 2.4008 -0.5344 2.7631  -0.298
C 2.3287 0.5697 3.5194  -0.452
C 3.2356 -1.7603 3.1333  2.087
C 3.7729 -1.6442 4.5594  -2.158
C 4.4341 -1.8557 2.1681  -1.508
C 2.3790 -3.0364 3.0512  -1.586
H 3.0916 4.1917 5.0601  0.470
H 3.4975 3.6575 3.4268  0.361
H 3.6901 2.5599 4.8026  0.375
H 0.8146 4.8676 4.5568  0.476
H -0.2990 3.8363 3.6729  0.426
H 1.1137 4.5508 2.8535  0.403
H 1.0774 3.1586 6.2806  0.481
H 1.6501 1.5323 5.9351  0.355
H 0.0195 2.0163 5.4446  0.360
H 0.2788 2.7442 1.7899  1.049
H -1.9502 1.6708 1.6067  0.851
H -4.0757 3.2112 -1.8143  0.663
H -1.9128 0.2886 -4.3713  0.199
H -2.8210 1.1557 -5.6141  0.503
H -3.6619 0.5289 -4.1947  0.364
H -0.3237 2.3757 -4.1870  0.175
H -1.0439 3.9738 -3.9191  0.388
H -1.2938 3.1333 -5.4497  0.461
H -4.6276 2.8345 -3.8892  0.431
H -3.6980 3.4024 -5.2662  0.431
H -3.5611 4.2500 -3.7310  0.462
H -5.0854 4.5104 -0.4674  0.428
H -6.0490 4.0356 0.9177  0.454
H -5.8545 2.9083 -0.4159  0.494
H -3.0381 5.0107 0.9469  0.370
H -2.5503 3.8889 2.2297  0.249
H -4.1073 4.7198 2.3231  0.476
H -5.0472 1.1875 1.4313  0.390
H -5.3486 2.5060 2.5648  0.478
H -3.7904 1.6920 2.5741  0.338
H 2.8958 0.5930 4.4372  0.516
H 4.4924 -0.8299 4.6660  0.393
H 4.2949 -2.5657 4.8143  0.445
H 2.9699 -1.5070 5.2873  0.465
H 5.0502 -0.9568 2.2287  0.360
H 4.1141 -1.9911 1.1350  0.155
H 5.0560 -2.7074 2.4466  0.479
H 1.5464 -2.9840 3.7575  0.386
H 2.9955 -3.8928 3.3247  0.574
H 1.9832 -3.2132 2.0520  0.143
C -1.7826 -4.8506 2.0224  -0.706
N -1.5117 -5.0134 0.5926  0.154
C -1.4899 -6.2236 -0.0838  -0.598
C -1.1708 -5.9653 -1.3596  -0.406
N -1.0044 -4.5801 -1.4649  0.491
C -1.2031 -4.0219 -0.2461  -0.071
S -1.1389 -2.3612 0.1688  -0.531
C -0.7582 -3.9104 -2.6919  0.739
C -1.2506 -4.4863 -3.8507  -0.942
C -0.9674 -3.9082 -5.0728  -0.626
C -0.2238 -2.7400 -5.0998  -1.048
C 0.1855 -2.1936 -3.9058  0.075
N -0.0561 -2.7685 -2.7077  0.060
H -2.2131 -5.7746 2.3953  0.322
H -2.4872 -4.0386 2.1760  0.354
H -0.8564 -4.6369 2.5525  0.267
H -1.6935 -7.1602 0.4055  0.473
H -1.0265 -6.6388 -2.1839  0.518
H -1.8747 -5.3651 -3.7913  0.576
H -1.3420 -4.3544 -5.9843  0.473
H 0.0255 -2.2470 -6.0281  0.503
H 0.7087 -1.2518 -3.8811  0.493
C 5.7308 -2.1150 -3.4109  -0.854
N 4.4378 -1.5488 -3.0133  0.094
C 4.0006 -0.2740 -3.2733  -0.793
C 2.7727 -0.1611 -2.7024  -0.373
N 2.4633 -1.3632 -2.0998  -0.456
C 3.4893 -2.1746 -2.3069  -0.362
H 6.0231 -1.6942 -4.3683  0.343
H 5.6380 -3.1928 -3.5077  0.353
H 6.4894 -1.8795 -2.6682  0.333
H 4.5904 0.4361 -3.8274  0.481
H 2.0992 0.6784 -2.6834  0.509
H 3.5708 -3.1898 -1.9552  0.566


Record 2
Computed, not measured: C41H56O4P2Pt as an isolated structure, with the ωB97M-V functional and the def2-TZVPD basis.

**Frontier orbital gap (alpha / beta)**: 3.3 / 5.3 eV
**2S+1**: 3
**LUMO energy (alpha / beta)**: 4.045 / 4.045 eV
**⟨S²⟩**: 2.065
**Charge**: -2
**E_HOMO (alpha / beta)**: 0.8 / -1.3 eV

Each line ends with the Löwdin spin population.
Positions of all 104 atoms, in Å:
Pt 0.0184 0.9441 -0.0841  0.078
O -1.0932 -1.7956 3.0363  0.004
C -0.7847 -0.6713 2.6039  0.001
O -1.0804 -0.2540 1.4399  0.007
C -0.0683 0.2592 3.6047  0.002
P 1.2528 1.4999 3.2232  0.023
C 2.2552 0.7632 1.8926  0.171
C 1.7441 -0.1325 0.8370  0.140
C 2.7411 -0.6077 -0.1079  0.123
C 4.0090 -0.1121 -0.1481  0.046
C 4.4451 0.8362 0.8154  0.230
C 3.5586 1.2252 1.8237  0.015
C 0.3489 2.8211 2.2958  0.025
C -0.9467 2.7114 1.8669  0.254
C -1.4616 3.4438 0.6647  0.070
C -0.6142 4.6301 0.3470  0.200
C 0.6051 4.8221 0.9096  0.016
C 1.1345 3.9059 1.8483  0.299
H 0.3565 -0.3914 4.3709  0.000
H -0.8584 0.8249 4.1139  0.000
H 1.0946 -0.9350 1.1807  0.025
H 2.4217 -1.3445 -0.8388  0.005
H 4.6924 -0.4466 -0.9225  -0.002
H 5.4550 1.2288 0.7927  0.020
H 3.9029 1.9150 2.5913  -0.005
H -1.5449 1.8812 2.2116  0.012
H -2.4998 3.7838 0.8047  0.023
H -0.9751 5.3268 -0.4005  0.011
H 1.2053 5.6753 0.6077  -0.006
H 2.1556 4.0113 2.1968  0.019
O 1.2299 -3.2884 -2.0301  0.000
P 0.1467 -4.1963 -1.5579  0.000
C 0.7455 -5.2129 -0.1210  0.000
C 1.9119 -4.5105 0.5986  0.001
C 1.4624 -3.6966 1.8008  0.002
C 0.7760 -4.5909 2.8222  0.000
C -0.4815 -5.1930 2.2063  0.000
C -0.2237 -5.9024 0.8694  0.000
C -0.0584 -5.5003 -2.8603  0.000
C -0.3151 -4.9103 -4.2569  0.000
C -1.7905 -4.6841 -4.5862  0.000
C -2.6175 -5.9432 -4.3321  0.000
C -2.4426 -6.4621 -2.9055  0.000
C -0.9677 -6.7064 -2.5875  0.000
C -1.4670 -3.3439 -1.3835  0.000
C -1.3703 -1.9439 -2.0144  0.001
C -2.7778 -1.3747 -2.2757  0.000
C -3.8323 -1.9939 -1.3485  0.000
C -3.2367 -2.2172 0.0355  0.000
C -2.0784 -3.2304 0.0149  0.000
H 1.2006 -6.0258 -0.7021  0.000
H 2.4499 -3.8862 -0.1148  0.001
H 2.6062 -5.2884 0.9444  0.000
H 0.7590 -2.9196 1.4927  0.001
H 2.3176 -3.1742 2.2345  0.001
H 0.4941 -4.0088 3.7011  0.000
H 1.4682 -5.3826 3.1433  0.000
H -1.1980 -4.3827 2.0950  0.000
H -0.9352 -5.9201 2.8887  0.000
H -1.1811 -6.1239 0.3876  0.000
H 0.2242 -6.8777 1.1007  0.000
H 0.9747 -5.8681 -2.8735  0.000
H 0.0868 -5.6190 -4.9934  0.000
H 0.2556 -3.9858 -4.3642  0.000
H -1.8820 -4.3861 -5.6347  0.000
H -2.1884 -3.8512 -4.0041  0.000
H -2.2918 -6.7266 -5.0292  0.000
H -3.6741 -5.7551 -4.5416  0.000
H -2.9982 -7.3964 -2.7787  0.000
H -2.8741 -5.7528 -2.1947  0.000
H -0.6238 -7.5315 -3.2257  0.000
H -0.8533 -7.0527 -1.5582  0.000
H -2.1519 -3.9395 -1.9878  0.000
H -0.7802 -1.9597 -2.9325  0.000
H -0.8233 -1.2862 -1.3289  0.002
H -3.0666 -1.5409 -3.3205  0.000
H -2.7450 -0.2937 -2.1160  0.000
H -4.1940 -2.9474 -1.7597  0.000
H -4.7058 -1.3387 -1.2882  0.000
H -3.9987 -2.5434 0.7485  0.000
H -2.8385 -1.2760 0.4097  0.000
H -2.4332 -4.2157 0.3344  0.000
H -1.3386 -2.8897 0.7400  0.000
C 2.8335 2.4894 -3.6804  0.001
C 2.9989 2.9829 -2.3914  0.000
C 2.1789 2.5519 -1.3568  0.006
C 1.1483 1.6201 -1.5569  0.015
C 1.0156 1.1271 -2.8661  0.003
C 1.8366 1.5467 -3.9046  0.000
H 3.4772 2.8202 -4.4891  0.000
H 3.7861 3.7023 -2.1842  0.000
H 2.3495 2.9330 -0.3569  0.003
H 0.2486 0.3872 -3.0722  0.000
H 1.6985 1.1291 -4.8981  0.000
C -3.5318 1.3804 0.5360  0.003
O -2.9312 1.9052 -0.6165  0.018
C -1.5404 2.3643 -0.5321  0.114
C -1.4261 3.0792 -1.8698  0.013
H -3.8216 2.1689 1.2486  0.002
H -2.8872 0.6699 1.0504  0.000
H -4.4472 0.8715 0.2175  0.000
H -2.2134 3.8424 -1.9693  0.002
H -1.5549 2.3536 -2.6752  0.001
H -0.4515 3.5449 -2.0009  0.003